Entry 1:
C23H43N2OP3SeTb as an isolated structure, computed with ωB97M-V/def2-TZVPD.

Last column: Mulliken spin population.
Element x y z (Å)
Tb1 -1.229 -0.065 -0.731  6.06
P1 -1.297 -2.412 0.904  -0.03
P2 1.577 -0.534 2.050  0.00
P3 1.512 -1.864 -1.398  0.00
H1 -3.518 2.369 -4.185  0.00
C1 -3.213 1.322 -4.404  0.00
C2 -2.727 0.478 -3.463  0.01
H2 -2.261 0.910 -2.534  0.00
C3 -2.689 -2.079 2.043  0.00
C4 -0.425 -3.701 1.873  0.00
C5 -2.147 -3.470 -0.330  0.00
C6 2.788 0.753 2.560  0.00
C7 0.678 -0.655 3.651  0.00
C8 2.686 -2.001 2.270  0.00
C9 1.220 -1.906 -3.227  -0.01
C10 1.728 -3.647 -1.070  0.00
C11 3.297 -1.408 -1.472  -0.01
H3 -3.388 1.047 -5.469  0.00
H4 -2.802 -0.602 -3.639  0.00
H5 -3.268 -1.215 1.690  0.00
H6 -2.299 -1.859 3.043  0.00
H7 -3.338 -2.962 2.086  0.00
H8 -0.081 -3.309 2.837  0.00
H9 0.430 -4.095 1.314  0.00
H10 -1.125 -4.526 2.067  0.00
H11 -2.649 -2.858 -1.093  0.00
H12 -2.897 -4.075 0.197  0.00
H13 -1.420 -4.129 -0.818  0.00
H14 3.558 0.285 3.175  0.00
H15 2.282 1.548 3.128  0.00
H16 3.206 1.139 1.637  0.00
H17 1.162 -1.392 4.311  0.00
H18 -0.362 -0.956 3.428  0.00
H19 0.688 0.345 4.104  0.00
H20 3.295 -1.826 3.174  0.00
H21 3.337 -2.096 1.386  0.00
H22 2.064 -2.903 2.392  0.00
H23 2.036 -2.509 -3.650  0.00
H24 1.244 -0.897 -3.652  0.00
H25 0.256 -2.381 -3.455  0.00
H26 2.324 -4.052 -1.891  0.00
H27 0.765 -4.158 -1.030  0.00
H28 2.265 -3.788 -0.130  0.00
H29 3.748 -1.955 -2.306  0.00
H30 3.804 -1.698 -0.549  0.00
H31 3.457 -0.335 -1.632  0.00
C12 1.304 2.662 -2.626  0.00
C13 -0.007 3.001 -2.968  0.00
C14 -0.353 2.967 -4.304  0.00
C15 0.662 3.019 -5.255  0.00
C16 1.991 3.002 -4.888  0.00
C17 2.341 2.754 -3.557  0.00
Se1 1.484 1.384 -1.154  -0.01
H32 0.646 0.464 -2.028  0.01
H33 -0.754 2.940 -2.182  0.00
H34 -1.411 2.907 -4.600  0.00
H35 0.365 3.120 -6.312  0.00
H36 2.770 3.194 -5.629  0.00
H37 3.355 2.546 -3.251  0.00
N1 -0.843 4.155 5.019  0.00
C18 -0.274 3.306 4.134  0.00
O1 0.889 2.893 4.206  0.00
C19 -1.189 2.730 3.067  0.00
C20 -2.598 2.676 3.279  0.00
C21 -3.374 2.015 2.327  0.00
C22 -2.802 1.402 1.228  0.00
N2 -1.449 1.387 1.074  -0.01
C23 -0.659 2.132 1.920  -0.01
H38 -0.168 4.637 5.657  0.00
H39 -1.741 4.597 4.894  0.00
H40 -3.029 3.113 4.187  0.00
H41 -4.459 1.959 2.451  0.00
H42 -3.372 0.930 0.437  0.01
H43 0.404 2.229 1.681  0.00

The total charge is +3. As for the expectation value of S²: 12.7119. The HOMO-LUMO gap (alpha / beta) comes out at 6.11 / 6.61 eV. The spin multiplicity is 7. As for the relative energy (zero: lowest compared OMol25 entry of this formula, charge and spin): 0.0 kcal per mole.


Entry 2:
A 2-piece molecular cluster, C23H43N6O3S2 overall, computed with ωB97M-V/def2-TZVPD.

Last column: Löwdin charge in e.
Element x y z (Å)
C1 -3.238 3.909 -1.148  -0.09
C2 -1.998 3.007 -1.219  -0.25
C3 -2.161 1.784 -2.151  -0.19
C4 -2.477 0.475 -1.407  -0.16
C5 -1.337 -0.560 -1.462  -0.14
N1 -0.330 -0.336 -0.432  0.00
C6 0.859 0.443 -0.827  -0.13
C7 1.722 -0.261 -1.891  -0.20
C8 1.784 0.503 -3.221  -0.52
S1 3.446 0.803 -3.853  0.92
C9 4.089 1.868 -2.562  -1.06
S2 3.141 3.009 -1.911  0.76
N2 5.409 1.678 -2.118  -0.25
C10 6.440 1.744 -3.168  -0.23
C11 6.600 0.536 -4.101  -0.11
C12 5.549 0.526 -1.213  -0.25
C13 5.065 0.841 0.196  -0.08
C14 -0.418 -0.755 0.819  -0.26
N3 0.526 -0.536 1.763  0.19
C15 0.079 -1.099 2.856  -0.10
N4 -1.106 -1.664 2.671  0.13
N5 -1.460 -1.458 1.368  0.03
C16 -2.745 -2.006 0.958  -0.01
C17 -2.753 -3.540 1.045  -0.47
O1 -3.125 -4.009 2.087  0.12
N6 -2.402 -4.275 -0.077  -0.12
C18 -0.946 -4.068 -0.396  -0.02
C19 -2.642 -5.709 0.175  -0.06
H1 -3.851 3.673 -0.277  0.07
H2 -2.972 4.961 -1.095  0.07
H3 -3.871 3.766 -2.022  0.07
H4 -1.162 3.600 -1.589  0.10
H5 -1.725 2.661 -0.220  0.09
H6 -1.217 1.668 -2.686  0.09
H7 -2.926 1.996 -2.895  0.11
H8 -2.691 0.670 -0.353  0.10
H9 -3.357 -0.002 -1.845  0.12
H10 -0.857 -0.475 -2.435  0.13
H11 -1.726 -1.571 -1.406  0.09
H12 0.493 1.392 -1.219  0.10
H13 1.444 0.683 0.051  0.10
H14 2.720 -0.418 -1.489  0.08
H15 1.300 -1.248 -2.088  0.11
H16 1.285 1.468 -3.151  0.03
H17 1.293 -0.049 -4.023  0.07
H18 6.259 2.653 -3.742  0.12
H19 7.382 1.909 -2.645  0.12
H20 6.057 0.697 -5.033  0.05
H21 6.208 -0.384 -3.675  0.06
H22 7.642 0.382 -4.374  0.08
H23 6.612 0.296 -1.182  0.12
H24 5.037 -0.356 -1.616  0.10
H25 3.992 0.684 0.309  0.05
H26 5.563 0.181 0.907  0.08
H27 5.319 1.864 0.461  0.08
H28 0.588 -1.112 3.806  0.15
H29 -1.631 -2.178 3.365  0.18
H30 -3.082 -1.610 0.011  0.11
H31 -3.471 -1.702 1.712  0.14
H32 -0.397 -3.649 0.447  0.09
H33 -0.509 -5.034 -0.620  0.09
H34 -0.839 -3.419 -1.260  0.07
H35 -2.435 -6.249 -0.747  0.10
H36 -1.984 -6.105 0.949  0.10
H37 -3.682 -5.880 0.431  0.10
O2 -3.678 3.562 6.285  0.15
C20 -3.476 2.572 5.660  -0.47
O3 -2.424 2.454 4.795  0.03
C21 -2.483 1.207 4.107  -0.19
C22 -3.330 0.292 4.992  -0.16
C23 -4.291 1.289 5.639  -0.06
H38 -2.940 1.371 3.126  0.12
H39 -1.468 0.842 3.968  0.10
H40 -3.823 -0.509 4.441  0.10
H41 -2.703 -0.162 5.762  0.12
H42 -5.181 1.458 5.032  0.13
H43 -4.584 1.011 6.646  0.13

The total charge is +1. The HOMO-LUMO gap comes out at 7.81 eV. The spin multiplicity is 1.